Here is a structure of composition C42H49ClN7O4P2RbSi2 at a distorted geometry from the OMol25 dataset. Energies are from ωB97M-V with the def2-TZVPD basis set.

Calculated values
**Energy above the lowest of the compared OMol25 structures with the same formula, charge and spin**: 1.306 eV
**HOMO**: -0.0230 Eh
**Gap between HOMO and LUMO**: 4.19 eV
**Strongest force on any atom**: 0.0883 Eh/bohr
**Charge**: -2

CARTESIAN COORDINATES (ANGSTROEM)
Rb -1.1734 -1.8364 0.3704
C 4.1365 2.7282 -0.8169
Si 3.2533 1.0349 -1.0002
C 4.3721 -0.1871 -0.0600
C 3.3381 0.8153 -2.8602
N 1.7034 0.9331 -0.3772
P 0.9422 2.1750 0.2584
C -0.5538 1.7781 0.9782
P -2.0306 1.8574 1.7271
N -2.9273 0.5883 1.4949
Si -4.2693 -0.1201 2.1098
C -5.7932 0.2496 1.0520
C -4.7262 0.4070 3.8937
C -4.1478 -2.0375 2.0641
C -1.5446 1.9422 3.5519
C -1.3034 0.7311 4.1976
C -0.9355 0.7723 5.5477
C -0.9539 1.9728 6.2611
C -1.1905 3.1515 5.5632
C -1.3452 3.1662 4.1967
C -3.0949 3.3247 1.2334
C -3.6914 4.0937 2.2438
C -4.5585 5.1541 1.9097
C -4.9366 5.3821 0.5953
C -4.3021 4.6666 -0.3983
C -3.3357 3.6932 -0.1041
C 0.6777 3.3449 -1.1593
C 1.3132 4.5659 -1.2531
C 1.2059 5.3252 -2.4308
C 0.3324 4.9619 -3.4510
C -0.2816 3.7012 -3.3346
C -0.1095 2.8695 -2.2237
C 1.9284 2.8241 1.6807
C 1.7187 4.1099 2.1878
C 2.5453 4.6148 3.2260
C 3.5852 3.8555 3.7411
C 3.6759 2.4855 3.3397
C 2.8789 1.9792 2.3293
H 5.1820 2.5977 -1.2134
H 3.6706 3.5400 -1.4139
H 4.3072 3.1283 0.1761
H 5.4282 -0.0385 -0.3792
H 4.3069 0.0113 1.0275
H 3.9899 -1.1902 -0.3047
H 4.3321 0.5366 -3.2450
H 2.6605 -0.0096 -3.1604
H 3.0094 1.7377 -3.3838
H -5.9965 1.3405 0.9468
H -5.6223 -0.0797 -0.0040
H -6.6692 -0.2329 1.5324
H -4.8906 1.5019 3.9569
H -5.7119 -0.0386 4.1842
H -3.9460 0.1600 4.6443
H -3.9995 -2.2767 0.9909
H -3.2569 -2.3885 2.6358
H -5.0569 -2.4925 2.4740
H -1.4819 -0.2309 3.6868
H -0.7324 -0.1616 6.0407
H -0.7331 1.9636 7.3168
H -1.2390 4.0835 6.1419
H -1.2914 4.0863 3.6242
H -3.5159 3.8092 3.2892
H -5.0160 5.7322 2.7009
H -5.7302 6.1020 0.3678
H -4.5270 4.8257 -1.4456
H -2.7583 3.2364 -0.9291
H 1.9925 4.9300 -0.4493
H 1.7504 6.2452 -2.4611
H 0.1972 5.6231 -4.3111
H -0.9205 3.2816 -4.1277
H -0.5199 1.8679 -2.1756
H 0.8590 4.6668 1.8310
H 2.3630 5.6104 3.6001
H 4.2882 4.3213 4.4188
H 4.3132 1.8056 3.9272
H 2.8985 0.9126 2.0239
O -3.5529 -5.7440 -0.9572
Cl -2.4170 -4.8643 -0.7102
O -2.5799 -4.1739 0.6126
O -2.3094 -3.8744 -1.8271
O -0.9960 -5.5493 -0.6534
C -0.2637 -2.9570 -3.5968
C 0.8573 -3.1004 -2.6421
N 0.8285 -2.8614 -1.3438
C 2.1112 -3.1254 -0.8782
C 2.9029 -3.5843 -1.8782
N 2.1030 -3.5420 -3.0225
C 2.4853 -4.0019 -4.3327
N 2.8873 -5.4085 -4.2934
N 3.8907 -5.8420 -5.1751
N 4.0137 -7.1324 -5.0198
C 3.0884 -7.6019 -4.0829
C 2.9050 -8.8808 -3.6511
C 1.7939 -9.1034 -2.8326
C 0.9252 -8.0346 -2.4536
C 1.1982 -6.6839 -2.8048
C 2.2920 -6.5062 -3.6800
H -0.6724 -3.9419 -3.8263
H 0.0675 -2.5004 -4.5703
H -1.0242 -2.3768 -3.0927
H 2.2943 -3.0727 0.2004
H 3.9749 -3.9069 -1.9061
H 3.3466 -3.4831 -4.7754
H 1.6417 -3.8653 -5.0117
H 3.6553 -9.6373 -3.9161
H 1.6120 -10.0938 -2.4620
H 0.0254 -8.2235 -1.8498
H 0.5795 -5.9178 -2.3858